1.
C3H4N2O in the gas phase. Source: the Open Molecules 2025 dataset; level of theory: ωB97M-V/def2-TZVPD.

Maximum force: 3.65 eV Å⁻¹
Gap between HOMO and LUMO: 9.27 eV
M: 84.078 g mol⁻¹
Net charge: 0

Atoms and positions in Å:
C: 0.21 -0.92 0.14
C: -1.61 0.06 -0.01
C: 0.69 0.46 -0.02
N: 0.69 -2.01 -0.08
N: -0.65 1.05 0.02
O: -2.79 -0.13 -0.01
H: 1.20 0.86 0.89
H: 1.31 0.53 -0.88
H: 1.77 -2.01 -0.03
H: -0.81 2.10 -0.01



2.
A molecular structure, C3H8FNO. Source: the Open Molecules 2025 dataset; level of theory: ωB97M-V/def2-TZVPD.

Maximum force: 6.99 eV Å⁻¹
Gap between HOMO and LUMO: 9.75 eV
M: 93.101 g mol⁻¹
Net charge: 0

Atoms and positions in Å:
C: -1.33 0.07 -0.65
C: -0.33 -0.22 0.47
C: 0.67 0.85 0.83
H: -0.36 1.11 -2.34
H: -1.26 -0.54 -2.83
H: -2.04 0.67 0.05
H: -1.74 -1.05 -1.01
H: -0.88 -0.43 1.50
H: 1.34 -1.34 -0.05
H: 1.01 1.52 0.00
H: 0.11 1.61 1.49
N: -1.19 0.44 -1.99
O: 0.30 -1.39 -0.13
F: 1.74 0.26 1.59



3.
A molecular structure, C25H25Cl3CuFN4O4S2. Source: the Open Molecules 2025 dataset; level of theory: ωB97M-V/def2-TZVPD.

Maximum force: 0.25 eV Å⁻¹
Gap between HOMO and LUMO: 4.94 eV
M: 698.536 g mol⁻¹
Net charge: 0

Atoms and positions in Å:
Cu: 3.64 -1.57 0.25
Cl: 8.12 1.18 5.32
C: 6.83 0.74 4.24
C: 7.07 -0.15 3.21
C: 6.04 -0.49 2.36
Cl: 6.37 -1.62 1.08
C: 4.72 0.02 2.47
O: 3.74 -0.28 1.69
C: 4.55 0.92 3.56
Cl: 2.97 1.59 3.81
C: 5.57 1.28 4.42
H: 8.05 -0.58 3.07
H: 5.37 1.97 5.23
C: -1.56 -0.61 -4.33
C: -1.66 -2.04 -3.81
N: -0.89 -2.24 -2.59
C: 0.41 -2.64 -2.70
C: 1.31 -2.70 -1.69
C: 2.74 -3.02 -2.12
O: 2.88 -3.67 -3.15
O: 3.67 -2.52 -1.41
C: 0.86 -2.41 -0.35
O: 1.56 -2.39 0.66
C: -0.56 -2.03 -0.23
C: -1.03 -1.68 1.03
C: -2.25 -1.10 1.15
F: -2.72 -0.73 2.37
C: -3.03 -0.81 0.04
C: -2.62 -1.24 -1.21
C: -1.38 -1.87 -1.36
N: -4.20 0.00 0.15
C: -5.45 -0.63 0.54
C: -6.57 0.15 -0.17
N: -6.02 1.50 -0.54
C: -5.28 2.11 0.61
C: -4.01 1.28 0.83
H: -2.14 -0.49 -5.24
H: -0.52 -0.36 -4.55
H: -1.90 0.12 -3.59
H: -1.27 -2.73 -4.56
H: -2.70 -2.33 -3.63
H: 0.75 -2.90 -3.70
H: -0.37 -1.81 1.88
H: -3.22 -0.97 -2.06
H: -5.60 -0.61 1.63
H: -5.46 -1.67 0.22
H: -7.45 0.32 0.46
H: -6.88 -0.33 -1.10
H: -6.75 2.11 -0.90
H: -5.33 1.33 -1.28
H: -5.96 2.09 1.46
H: -5.06 3.15 0.36
H: -3.84 1.17 1.91
H: -3.13 1.76 0.40
S: -0.15 1.28 -0.58
C: 1.30 2.06 -0.34
N: 2.34 1.64 0.35
C: 3.59 2.37 0.20
C: 3.18 3.80 -0.12
S: 1.65 3.62 -1.08
H: 2.40 0.74 0.82
H: 4.17 1.93 -0.61
H: 4.17 2.30 1.12
H: 3.94 4.32 -0.70
H: 2.97 4.37 0.79



4.
A molecular structure, C21H26ClO9PS2W. Source: the Open Molecules 2025 dataset; level of theory: ωB97M-V/def2-TZVPD.

Maximum force: 0.89 eV Å⁻¹
Gap between HOMO and LUMO: 5.78 eV
M: 736.831 g mol⁻¹
Net charge: +2

Atoms and positions in Å:
W: -0.14 0.96 -0.53
O: -0.38 -0.44 0.98
C: -0.85 -1.24 0.12
O: -1.48 -0.64 -0.84
C: -0.36 -2.65 0.05
C: -0.85 -3.35 -1.24
C: -0.45 -4.82 -1.21
C: 1.06 -4.74 -1.53
C: 1.25 -3.23 -1.63
O: 0.03 -2.76 -2.21
C: 1.19 -2.61 -0.20
C: 1.94 -1.30 -0.18
O: 2.97 -1.06 0.32
O: 1.26 -0.19 -0.86
H: -0.58 -3.16 0.98
H: -1.88 -3.13 -1.50
H: -0.67 -5.29 -0.25
H: -0.99 -5.37 -1.98
H: 1.69 -5.19 -0.77
H: 1.29 -5.20 -2.48
H: 2.10 -2.89 -2.23
H: 1.70 -3.22 0.54
C: -1.36 4.64 -3.06
C: -0.66 4.30 -4.35
C: -1.51 3.60 -5.37
O: 0.56 3.46 -4.09
P: 0.86 2.28 -3.15
S: 1.12 2.85 -1.18
S: -0.68 0.96 -2.91
O: 2.18 1.65 -3.58
C: 2.64 1.24 -4.97
C: 1.51 0.57 -5.70
C: 3.22 2.45 -5.66
H: -2.17 5.33 -3.28
H: -0.69 5.13 -2.35
H: -1.80 3.75 -2.60
H: -0.19 5.19 -4.78
H: -1.98 2.71 -4.96
H: -0.94 3.34 -6.26
H: -2.30 4.28 -5.69
H: 3.42 0.52 -4.71
H: 0.70 1.27 -5.93
H: 1.11 -0.28 -5.15
H: 1.88 0.20 -6.66
H: 2.45 3.17 -5.91
H: 3.69 2.12 -6.58
H: 3.98 2.92 -5.04
Cl: -4.67 6.62 3.63
C: -3.78 5.45 2.75
C: -4.30 4.97 1.55
C: -3.59 4.03 0.84
C: -2.37 3.57 1.34
C: -1.86 4.05 2.56
C: -2.57 5.00 3.26
C: -1.64 2.59 0.62
O: -1.94 2.08 -0.51
O: -0.49 2.09 1.05
H: -5.25 5.35 1.19
H: -3.98 3.64 -0.09
H: -0.91 3.69 2.94
H: -2.20 5.39 4.20



5.
6 unconnected molecules or ions with the total composition CH14O6. Source: the Open Molecules 2025 dataset; level of theory: ωB97M-V/def2-TZVPD.

Maximum force: 4.27 eV Å⁻¹
Gap between HOMO and LUMO: 10.59 eV
M: 122.117 g mol⁻¹
Net charge: 0
SMILES string: CO.O.O.O.O.O

Atoms and positions in Å:
C: -1.87 1.94 0.72
O: -0.51 1.57 1.28
H: -1.80 2.74 0.01
H: -2.08 0.96 0.18
H: -2.31 2.11 1.73
H: 0.16 1.92 0.71
O: 2.71 0.33 0.44
H: 3.26 0.57 1.13
H: 2.92 -0.66 0.44
O: 1.59 -1.19 2.65
H: 1.09 -0.91 1.85
H: 1.12 -0.99 3.46
O: -2.77 -2.41 1.65
H: -1.96 -2.32 2.20
H: -3.03 -1.56 1.31
O: 1.16 1.70 -1.85
H: 1.11 1.26 -2.72
H: 1.74 1.07 -1.34
O: 0.23 -1.99 -4.51
H: -0.23 -1.72 -5.30
H: -0.52 -2.42 -4.05



6.
C2H4N2O2 in the gas phase. Source: the Open Molecules 2025 dataset; level of theory: ωB97M-V/def2-TZVPD.

Maximum force: 1.75 eV Å⁻¹
Gap between HOMO and LUMO: 7.98 eV
M: 88.066 g mol⁻¹
Net charge: 0
SMILES string: N/C(C=O)=N\O

Atoms and positions in Å:
N: -1.46 -0.49 0.07
C: -0.25 0.15 0.20
C: 0.21 1.44 0.17
O: 1.51 1.34 0.17
N: 0.98 -0.46 0.61
O: 1.54 -1.32 -0.27
H: -1.78 -0.71 -0.87
H: -1.65 -1.22 0.74
H: -0.31 2.38 0.35
H: 1.20 -1.11 -1.16



7.
9 unconnected molecules or ions with the total composition C33H63IN3O27P. Source: the Open Molecules 2025 dataset; level of theory: ωB97M-V/def2-TZVPD.

Maximum force: 4.24 eV Å⁻¹
Gap between HOMO and LUMO: 8.38 eV
M: 1091.739 g mol⁻¹
Net charge: 0
SMILES string: CC(C)=N[C@H]1C(=O)N[C@@](CC(=O)I)([PH2]=O)[C@H]1N.COC(=O)OC.COC(=O)OC.COC(=O)OC.COC(=O)OC.COC(=O)OC.COC(=O)OC.COC(=O)OC.COC(=O)OC

Atoms and positions in Å:
C: 1.89 -2.21 -0.33
C: 1.37 -3.63 -0.58
C: 2.09 -4.38 -1.69
N: 0.39 -4.12 0.07
C: -0.88 -3.47 -0.31
C: -1.30 -3.60 -1.80
O: -0.66 -3.47 -2.76
N: -2.72 -3.90 -1.84
C: -3.21 -3.29 -0.61
C: -3.28 -1.75 -0.52
C: -3.88 -1.01 -1.73
O: -3.77 0.14 -1.75
I: -4.93 -1.91 -3.37
P: -4.89 -3.82 0.02
O: -5.99 -2.88 -0.30
C: -2.19 -3.90 0.44
N: -2.17 -5.35 0.58
H: 1.08 -1.50 -0.17
H: 2.62 -2.24 0.49
H: 2.43 -1.87 -1.22
H: 2.40 -3.63 -2.42
H: 3.01 -4.87 -1.34
H: 1.40 -5.06 -2.20
H: -0.74 -2.44 0.08
H: -2.90 -4.89 -1.83
H: -2.32 -1.27 -0.32
H: -3.92 -1.50 0.33
H: -5.12 -5.09 -0.57
H: -4.70 -4.01 1.41
H: -2.33 -3.49 1.45
H: -3.07 -5.80 0.40
H: -1.52 -5.80 -0.06
C: 1.15 1.22 -1.90
O: 1.84 1.26 -0.64
C: 2.38 2.44 -0.34
O: 2.34 3.43 -1.02
O: 2.98 2.32 0.85
C: 3.61 3.52 1.31
H: 0.77 0.21 -2.03
H: 0.32 1.92 -1.90
H: 1.84 1.44 -2.72
H: 2.87 4.31 1.45
H: 4.39 3.83 0.63
H: 4.06 3.30 2.28
C: -1.70 -6.16 7.40
O: -0.75 -6.34 6.36
C: -0.92 -5.54 5.30
O: -1.79 -4.71 5.19
O: 0.02 -5.82 4.41
C: -0.04 -5.02 3.22
H: -1.45 -6.86 8.19
H: -1.64 -5.15 7.80
H: -2.71 -6.37 7.05
H: 0.08 -3.97 3.46
H: -0.98 -5.18 2.70
H: 0.77 -5.33 2.57
C: 4.66 1.54 -2.35
O: 5.88 0.84 -2.57
C: 5.76 -0.22 -3.37
O: 4.75 -0.61 -3.89
O: 6.97 -0.78 -3.50
C: 6.99 -1.93 -4.34
H: 4.87 2.38 -1.69
H: 4.26 1.93 -3.28
H: 3.93 0.89 -1.86
H: 6.69 -1.68 -5.35
H: 6.36 -2.72 -3.93
H: 8.02 -2.29 -4.36
C: -4.70 -4.96 -8.89
O: -5.25 -4.07 -7.93
C: -6.35 -3.43 -8.34
O: -6.88 -3.55 -9.41
O: -6.75 -2.63 -7.35
C: -7.93 -1.87 -7.64
H: -3.82 -5.42 -8.44
H: -5.42 -5.75 -9.14
H: -4.40 -4.43 -9.79
H: -8.77 -2.53 -7.84
H: -7.76 -1.21 -8.49
H: -8.15 -1.27 -6.76
C: 1.38 7.87 2.33
O: 1.34 7.85 3.76
C: 2.36 7.22 4.33
O: 3.28 6.70 3.75
O: 2.20 7.27 5.65
C: 3.24 6.64 6.40
H: 0.49 8.41 2.00
H: 2.26 8.40 1.98
H: 1.35 6.86 1.93
H: 4.20 7.12 6.21
H: 3.30 5.58 6.16
H: 3.00 6.75 7.45
C: 5.34 9.24 3.53
O: 6.01 9.24 4.79
C: 6.55 10.42 5.12
O: 6.52 11.42 4.46
O: 7.14 10.28 6.31
C: 7.77 11.47 6.80
H: 4.94 8.24 3.38
H: 4.51 9.95 3.53
H: 6.03 9.47 2.72
H: 7.04 12.26 6.93
H: 8.56 11.79 6.12
H: 8.21 11.23 7.76
C: -12.62 0.78 -6.37
O: -12.62 0.76 -4.94
C: -11.57 0.13 -4.40
O: -10.67 -0.39 -5.01
O: -11.70 0.19 -3.07
C: -10.64 -0.45 -2.36
H: -13.51 1.31 -6.68
H: -11.74 1.31 -6.74
H: -12.65 -0.24 -6.77
H: -9.68 0.03 -2.57
H: -10.59 -1.51 -2.59
H: -10.85 -0.34 -1.30
C: 6.65 -4.15 4.43
O: 5.51 -3.42 3.99
C: 5.77 -2.19 3.56
O: 6.86 -1.67 3.51
O: 4.62 -1.63 3.18
C: 4.75 -0.29 2.68
H: 6.31 -5.13 4.76
H: 7.36 -4.28 3.62
H: 7.13 -3.64 5.27
H: 5.38 -0.27 1.80
H: 5.15 0.37 3.45
H: 3.76 0.05 2.41



8.
2 unconnected molecules or ions with the total composition C3H2ClN. Source: the Open Molecules 2025 dataset; level of theory: ωB97M-V/def2-TZVPD.

Maximum force: 3.84 eV Å⁻¹
Gap between HOMO and LUMO: 11.44 eV
M: 87.509 g mol⁻¹
Net charge: 0
SMILES string: C#CC#N.Cl

Atoms and positions in Å:
C: -1.53 -1.26 -0.19
C: -0.47 -0.78 -0.61
C: 0.73 -0.31 -1.11
N: 1.68 0.17 -1.54
H: -2.26 -1.82 0.30
Cl: 1.29 1.62 1.19
H: 0.56 2.38 1.96



Q: Which of these has the lowest M?
A: C3H4N2O



Q: maximum force of number 2 (C3H8FNO)?
A: 6.99 eV Å⁻¹